1:
A single C3H4FN3S molecule. Source: the Open Molecules 2025 dataset; level of theory: the ωB97M-V functional and the def2-TZVPD basis.

Geometry as XYZ:
```
12
Properties=species:S:1:pos:R:3:lowdin_charge:R:1
H -1.66701 0.42215 -1.79374 0.11
F -4.96797 0.14737 0.98662 -0.47
H 1.17039 -1.40344 0.31082 0.10
S -4.43704 0.53244 -0.53624 0.93
N -1.75171 -0.10356 -0.99655 0.15
N -1.34127 -1.42194 0.75899 0.06
C 0.61140 -1.00005 -0.59934 -0.05
C -0.80260 -0.83102 -0.22691 -0.45
N -2.67115 -1.05268 0.87065 0.04
H 0.60822 -1.59696 -1.60243 0.10
C -2.84048 -0.30820 -0.18393 -0.63
H 1.12129 0.06048 -0.90186 0.12
```

The spin multiplicity is 1. The SMILES is Cc1nnc(SF)[nH]1. As for the total charge: 0.


2:
2 unconnected molecules or ions with the total composition C3H4FN3S. Source: the Open Molecules 2025 dataset; level of theory: the ωB97M-V functional and the def2-TZVPD basis.

Geometry as XYZ:
```
12
Properties=species:S:1:pos:R:3:lowdin_charge:R:1
H 2.44621 -0.03029 -0.97563 0.12
S -3.00839 1.90316 1.23895 0.76
N -0.71980 -1.35087 -0.73129 0.05
N -1.83147 -0.84476 -0.17296 0.01
C 0.30357 -0.58458 -0.46704 -0.39
C -1.43204 0.22976 0.38974 -0.32
H 0.33761 1.18119 0.72855 0.11
H 2.31043 -1.17175 0.11466 0.04
C 1.73380 -0.90938 -0.70631 -0.03
N -0.12831 0.56883 0.16165 0.15
F -1.76967 2.86190 1.72842 -0.60
H 1.75805 -1.85319 -1.30875 0.10
```

The spin multiplicity is 1. As for the total charge: 0.


The energy of each structure relative to the most stable one, in kcal/mol, is as follows: 1 0.0; 2 44.2.